No. 1
{
  "formula": "C25H52GaO7",
  "method": "ωB97M-V/def2-TZVPD",
  "elements": ["C", "C", "Ga", "C", "O", "C", "C", "C", "C", "C", "C", "C", "C", "C", "C", "O", "C", "C", "O", "C", "C", "H", "H", "H", "H", "H", "H", "H", "H", "H", "H", "H", "H", "H", "H", "H", "H", "H", "H", "H", "H", "H", "H", "H", "H", "H", "H", "H", "H", "C", "C", "O", "H", "H", "H", "H", "H", "H", "C", "C", "O", "H", "H", "H", "H", "H", "H", "C", "C", "O", "H", "H", "H", "H", "H", "H", "C", "C", "O", "H", "H", "H", "H", "H", "H"],
  "coordinates": [[-0.897, 4.635, 3.294], [-0.121, 4.304, 2.195], [-0.614, 2.729, 0.952], [0.920, 1.345, 1.206], [1.345, 0.792, -0.080], [2.639, 0.293, -0.002], [2.911, -0.701, 1.066], [4.265, -1.248, 1.245], [4.478, -2.257, 2.412], [5.298, -0.774, 0.328], [5.014, 0.206, -0.729], [3.656, 0.778, -0.923], [3.512, 1.840, -2.045], [4.090, 1.183, -3.395], [2.080, 2.366, -2.382], [-2.244, 1.941, 1.603], [-2.158, 0.565, 1.263], [-3.600, -0.143, 1.264], [-3.893, -0.552, -0.084], [-3.289, -1.802, -0.421], [-2.209, -1.581, -1.572], [-2.003, 4.748, 3.193], [-0.343, 4.769, 4.264], [0.819, 4.878, 1.934], [-0.804, 3.194, -0.567], [1.815, 1.899, 1.629], [0.645, 0.566, 1.968], [2.108, -1.056, 1.759], [4.126, -1.779, 3.366], [3.820, -3.145, 2.212], [5.537, -2.590, 2.551], [6.355, -1.125, 0.427], [5.875, 0.526, -1.372], [4.217, 2.688, -1.797], [3.595, 1.641, -4.317], [3.764, 0.101, -3.406], [5.206, 1.218, -3.455], [2.161, 3.031, -3.287], [1.698, 3.034, -1.557], [1.353, 1.528, -2.510], [-1.526, -0.040, 1.987], [-1.715, 0.499, 0.227], [-4.323, 0.620, 1.656], [-3.562, -1.031, 1.964], [-2.822, -2.338, 0.448], [-4.085, -2.483, -0.836], [-1.155, -1.735, -1.201], [-2.307, -0.549, -1.989], [-2.392, -2.299, -2.423], [-1.950, 2.976, 6.604], [-0.787, 3.193, 7.552], [-0.318, 4.535, 7.468], [-1.652, 3.189, 5.576], [-2.312, 1.946, 6.659], [-2.777, 3.651, 6.844], [0.043, 2.533, 7.297], [-1.085, 2.990, 8.587], [-1.051, 5.115, 7.703], [-6.923, -2.647, 1.372], [-6.198, -3.971, 1.512], [-6.912, -4.838, 2.391], [-7.032, -2.167, 2.347], [-6.381, -1.972, 0.706], [-7.931, -2.798, 0.975], [-5.202, -3.817, 1.928], [-6.094, -4.463, 0.539], [-7.788, -4.977, 2.014], [-0.745, -5.381, -0.771], [-1.786, -5.545, -1.862], [-1.313, -4.977, -3.079], [-0.516, -4.324, -0.617], [-1.095, -5.807, 0.171], [0.191, -5.873, -1.053], [-2.710, -5.035, -1.588], [-2.012, -6.603, -2.032], [-0.502, -5.438, -3.319], [4.657, 2.052, -8.217], [3.269, 2.391, -7.707], [3.351, 3.076, -6.462], [5.188, 1.429, -7.494], [4.604, 1.519, -9.169], [5.251, 2.960, -8.355], [2.687, 1.482, -7.549], [2.735, 3.024, -8.423], [3.859, 3.883, -6.607]],
  "total_energy_ha": -3435.0258,
  "lumo_energy_ev": 2.4,
  "total_charge": -1,
  "homo_energy_ev": -4.0
}

No. 2
{
  "formula": "C25H52NO21P",
  "method": "ωB97M-V/def2-TZVPD",
  "elements": ["C", "C", "C", "C", "O", "N", "C", "O", "O", "P", "C", "C", "H", "H", "H", "H", "H", "H", "H", "H", "H", "H", "H", "H", "H", "H", "H", "H", "C", "O", "C", "O", "O", "C", "H", "H", "H", "H", "H", "H", "C", "O", "C", "O", "O", "C", "H", "H", "H", "H", "H", "H", "C", "O", "C", "O", "O", "C", "H", "H", "H", "H", "H", "H", "C", "O", "C", "O", "O", "C", "H", "H", "H", "H", "H", "H", "C", "O", "C", "O", "O", "C", "H", "H", "H", "H", "H", "H", "C", "O", "C", "O", "O", "C", "H", "H", "H", "H", "H", "H"],
  "coordinates": [[-6.475, 2.052, 5.251], [-7.516, 1.574, 4.034], [-6.844, 0.368, 3.089], [-5.546, 1.048, 2.352], [-4.864, 0.190, 1.370], [-5.309, 0.386, 0.117], [-4.646, -0.752, -0.687], [-5.199, -1.329, -1.764], [-3.305, -1.157, -0.218], [-4.573, 1.872, -0.619], [-2.944, 2.324, 0.286], [-5.825, 3.321, -0.635], [-6.056, 1.053, 5.728], [-7.019, 2.677, 6.078], [-5.594, 2.736, 4.827], [-7.633, 2.510, 3.327], [-8.568, 1.280, 4.462], [-7.697, 0.014, 2.345], [-6.545, -0.497, 3.854], [-5.878, 2.097, 1.954], [-4.746, 1.261, 3.212], [-3.354, -1.993, 0.349], [-2.795, 3.484, 0.337], [-2.066, 1.844, -0.365], [-2.858, 1.870, 1.372], [-5.213, 4.331, -0.751], [-6.510, 3.395, 0.312], [-6.551, 3.202, -1.563], [-2.310, 4.391, 7.547], [-2.580, 3.648, 6.360], [-1.519, 2.944, 5.889], [-0.405, 2.906, 6.388], [-1.913, 2.290, 4.768], [-0.892, 1.503, 4.158], [-3.226, 4.914, 7.834], [-2.025, 3.722, 8.366], [-1.530, 5.138, 7.366], [-0.550, 0.718, 4.841], [-0.056, 2.134, 3.842], [-1.318, 1.025, 3.271], [3.109, 4.611, 3.373], [2.839, 3.867, 2.186], [3.900, 3.164, 1.715], [5.014, 3.126, 2.213], [3.506, 2.509, 0.593], [4.527, 1.722, -0.016], [2.193, 5.134, 3.659], [3.394, 3.942, 4.191], [3.889, 5.357, 3.192], [4.869, 0.937, 0.667], [5.364, 2.353, -0.333], [4.101, 1.245, -0.903], [3.290, -3.107, 3.530], [4.431, -2.355, 3.938], [4.136, -1.190, 4.567], [3.015, -0.763, 4.797], [5.303, -0.582, 4.897], [5.146, 0.665, 5.571], [3.644, -4.018, 3.038], [2.688, -3.396, 4.398], [2.690, -2.539, 2.812], [4.618, 0.527, 6.520], [4.619, 1.384, 4.935], [6.142, 1.062, 5.786], [-2.489, -2.673, -3.131], [-1.152, -3.130, -3.324], [-0.237, -2.137, -3.458], [-0.470, -0.938, -3.427], [0.981, -2.708, -3.634], [2.049, -1.776, -3.790], [-3.136, -3.550, -3.036], [-2.568, -2.086, -2.211], [-2.826, -2.090, -3.994], [2.152, -1.153, -2.896], [1.894, -1.156, -4.679], [2.975, -2.342, -3.923], [4.012, -5.726, -3.819], [5.349, -6.182, -4.012], [6.264, -5.189, -4.146], [6.032, -3.991, -4.115], [7.483, -5.760, -4.322], [8.551, -4.828, -4.478], [3.366, -6.603, -3.724], [3.933, -5.139, -2.898], [3.675, -5.142, -4.682], [8.654, -4.205, -3.584], [8.395, -4.209, -5.367], [9.477, -5.394, -4.611], [-0.662, -0.366, -6.417], [-0.332, 0.110, -7.720], [0.140, -0.845, -8.561], [0.293, -2.026, -8.290], [0.411, -0.259, -9.754], [0.919, -1.151, -10.744], [-1.028, 0.481, -5.830], [-1.457, -1.117, -6.470], [0.224, -0.772, -5.918], [0.188, -1.934, -10.970], [1.868, -1.589, -10.418], [1.101, -0.576, -11.656]],
  "total_energy_ha": -2959.7156,
  "lumo_energy_ev": 0.2,
  "total_charge": 0,
  "homo_energy_ev": -8.1
}

No. 3
{
  "formula": "C25H53N15O5",
  "method": "ωB97M-V/def2-TZVPD",
  "elements": ["C", "O", "N", "N", "H", "H", "H", "H", "C", "O", "N", "N", "H", "H", "H", "H", "C", "O", "N", "N", "H", "H", "H", "H", "C", "O", "N", "N", "H", "H", "H", "H", "C", "O", "N", "N", "H", "H", "H", "H", "C", "C", "C", "C", "N", "H", "H", "H", "H", "H", "H", "H", "C", "C", "C", "C", "N", "H", "H", "H", "H", "H", "H", "H", "C", "C", "C", "C", "N", "H", "H", "H", "H", "H", "H", "H", "C", "C", "C", "C", "N", "H", "H", "H", "H", "H", "H", "H", "N", "C", "C", "C", "C", "H", "H", "H", "H", "H"],
  "coordinates": [[-2.978, 2.484, 1.012], [-2.755, 1.369, 1.412], [-2.366, 2.957, -0.067], [-3.990, 3.143, 1.372], [-2.763, 3.790, -0.477], [-1.856, 2.388, -0.727], [-4.186, 4.019, 0.908], [-4.453, 2.735, 2.171], [-3.949, 0.068, 4.348], [-4.431, -0.042, 5.434], [-4.408, -0.063, 3.149], [-2.868, 0.833, 4.166], [-3.723, 0.122, 2.430], [-5.355, -0.287, 2.880], [-2.639, 1.072, 3.211], [-2.126, 0.936, 4.844], [-0.051, 0.056, -0.636], [-0.680, 0.878, -1.300], [0.927, -0.718, -1.131], [-0.294, -0.211, 0.623], [1.142, -0.426, -2.073], [1.176, -1.506, -0.550], [-1.042, 0.196, 1.165], [0.110, -0.994, 1.117], [2.429, 3.934, -2.752], [2.073, 4.951, -2.269], [3.398, 3.836, -3.531], [1.791, 2.810, -2.574], [3.676, 3.001, -4.026], [3.736, 4.740, -3.828], [2.110, 1.952, -2.999], [0.959, 2.806, -2.001], [0.649, -0.254, -4.373], [1.602, 0.052, -3.695], [-0.553, -0.041, -4.062], [0.759, -0.768, -5.558], [-1.229, -0.131, -4.807], [-0.780, 0.300, -3.139], [1.657, -0.836, -6.014], [-0.067, -0.800, -6.139], [0.746, 1.685, 3.761], [0.226, 2.651, 2.739], [0.933, 3.992, 3.004], [0.505, 5.150, 2.218], [0.126, 6.084, 1.608], [0.374, 2.024, 4.728], [1.832, 1.729, 3.850], [0.236, 0.724, 3.698], [-0.830, 2.830, 2.941], [0.311, 2.165, 1.767], [2.010, 3.826, 2.959], [0.750, 4.094, 4.074], [4.482, -4.271, -2.606], [3.330, -3.338, -3.086], [3.860, -2.189, -4.030], [4.506, -1.061, -3.283], [4.980, -0.159, -2.697], [4.018, -4.878, -1.829], [5.355, -3.837, -2.118], [4.897, -4.823, -3.450], [2.769, -2.915, -2.252], [2.639, -3.892, -3.722], [3.033, -1.799, -4.623], [4.577, -2.659, -4.704], [3.452, -0.843, 3.950], [4.463, -0.458, 2.786], [3.811, -0.254, 1.355], [3.087, -1.526, 1.011], [2.523, -2.483, 0.676], [2.436, -1.178, 3.744], [3.486, -0.115, 4.761], [3.777, -1.790, 4.382], [5.282, -1.173, 2.708], [4.819, 0.502, 3.158], [4.678, -0.162, 0.701], [3.164, 0.618, 1.259], [-2.767, -2.714, 1.023], [-2.917, -3.701, 2.194], [-1.584, -3.800, 2.951], [-0.951, -2.643, 3.584], [-0.401, -1.826, 4.174], [-2.331, -1.812, 1.454], [-3.667, -2.544, 0.433], [-1.992, -3.005, 0.315], [-3.159, -4.678, 1.777], [-3.837, -3.405, 2.698], [-0.879, -4.211, 2.229], [-1.559, -4.641, 3.643], [-3.428, 0.295, -2.231], [-3.726, -1.001, -2.329], [-4.900, -1.188, -3.000], [-5.233, 0.071, -3.427], [-4.441, 1.012, -2.777], [-2.610, 0.634, -1.745], [-2.968, -1.662, -1.934], [-5.414, -2.107, -3.239], [-6.140, 0.214, -3.996], [-4.395, 2.091, -2.756]],
  "total_energy_ha": -2181.6816,
  "lumo_energy_ev": [-3.4, -7.7],
  "total_charge": 1,
  "spin_multiplicity": 2,
  "homo_energy_ev": [-10.9, -10.9]
}

No. 4
{
  "formula": "C25H54ClNO10P",
  "method": "ωB97M-V/def2-TZVPD",
  "elements": ["C", "C", "O", "C", "C", "O", "C", "P", "O", "Cl", "C", "C", "C", "C", "N", "O", "C", "C", "C", "C", "H", "H", "H", "H", "H", "H", "H", "H", "H", "H", "H", "H", "H", "H", "H", "H", "H", "H", "H", "H", "H", "H", "H", "H", "H", "H", "C", "O", "C", "C", "O", "C", "C", "O", "C", "H", "H", "H", "H", "H", "H", "H", "H", "H", "H", "H", "H", "H", "H", "C", "O", "C", "C", "O", "C", "C", "O", "C", "H", "H", "H", "H", "H", "H", "H", "H", "H", "H", "H", "H", "H", "H"],
  "coordinates": [[8.252, -1.039, 2.775], [7.125, -1.739, 2.036], [6.187, -0.761, 1.610], [4.965, -1.301, 1.143], [3.932, -1.299, 2.257], [2.685, -1.645, 1.678], [1.466, -1.034, 2.066], [1.171, 0.526, 1.034], [2.620, 1.279, 1.289], [1.616, -0.225, -0.819], [1.351, -0.537, 3.515], [1.018, -1.585, 4.597], [2.234, -2.445, 4.930], [0.558, -0.886, 5.889], [-0.143, -2.391, 4.066], [-1.262, -1.785, 4.193], [-0.005, -3.088, 2.740], [-1.369, -3.688, 2.392], [1.046, -4.214, 2.786], [0.325, -1.984, 1.723], [9.067, -0.759, 2.108], [7.864, -0.130, 3.236], [8.662, -1.673, 3.562], [6.631, -2.480, 2.677], [7.504, -2.277, 1.158], [5.112, -2.319, 0.760], [4.602, -0.681, 0.322], [3.927, -0.303, 2.703], [4.194, -2.020, 3.039], [2.494, 2.093, 1.786], [0.541, 0.203, 3.532], [2.256, -0.009, 3.823], [1.988, -3.153, 5.724], [3.026, -1.790, 5.298], [2.634, -2.994, 4.083], [1.303, -1.016, 6.674], [0.406, 0.184, 5.740], [-0.388, -1.298, 6.229], [-2.088, -2.927, 2.096], [-1.248, -4.395, 1.571], [-1.780, -4.218, 3.253], [1.980, -3.931, 2.301], [0.653, -5.091, 2.273], [1.263, -4.518, 3.809], [-0.584, -1.380, 1.609], [0.541, -2.443, 0.755], [-3.253, 1.579, -8.574], [-2.295, 0.735, -7.979], [-0.947, 1.090, -8.211], [-0.125, 1.078, -6.939], [-0.467, 2.094, -6.011], [-1.601, 1.899, -5.182], [-1.379, 0.957, -4.018], [-1.245, -0.388, -4.434], [-0.188, -1.092, -3.824], [-3.420, 1.327, -9.627], [-4.190, 1.446, -8.034], [-2.956, 2.631, -8.511], [-0.884, 2.081, -8.675], [-0.493, 0.368, -8.903], [0.902, 1.310, -7.237], [-0.136, 0.087, -6.485], [-2.479, 1.595, -5.754], [-1.795, 2.884, -4.748], [-2.251, 1.048, -3.356], [-0.498, 1.277, -3.450], [0.709, -0.471, -3.736], [0.039, -1.955, -4.449], [-0.461, -1.446, -2.823], [-3.013, 5.430, -0.961], [-3.506, 4.676, 0.121], [-4.870, 4.315, 0.036], [-5.095, 2.848, 0.337], [-4.565, 1.965, -0.637], [-3.178, 1.676, -0.600], [-2.766, 0.683, 0.465], [-2.876, 1.220, 1.767], [-3.455, 0.349, 2.720], [-3.249, 6.495, -0.857], [-1.929, 5.316, -0.977], [-3.418, 5.076, -1.915], [-5.268, 4.546, -0.959], [-5.448, 4.894, 0.769], [-6.176, 2.690, 0.297], [-4.748, 2.604, 1.342], [-2.573, 2.582, -0.527], [-2.971, 1.199, -1.561], [-1.718, 0.409, 0.266], [-3.372, -0.226, 0.370], [-4.312, -0.188, 2.301], [-3.795, 0.962, 3.555], [-2.723, -0.364, 3.101]],
  "total_energy_ha": -2593.4762,
  "lumo_energy_ev": [0.5, 0.3],
  "total_charge": 0,
  "spin_multiplicity": 2,
  "homo_energy_ev": [-8.4, -8.8]
}

No. 5
{
  "formula": "C25H54N2O13P3",
  "method": "ωB97M-V/def2-TZVPD",
  "elements": ["C", "O", "C", "C", "N", "P", "C", "C", "C", "C", "C", "O", "N", "O", "C", "C", "C", "C", "C", "O", "O", "H", "H", "H", "H", "H", "H", "H", "H", "H", "H", "H", "H", "H", "H", "H", "H", "H", "H", "H", "H", "H", "H", "H", "H", "O", "P", "O", "C", "C", "O", "C", "C", "O", "C", "C", "H", "H", "H", "H", "H", "H", "H", "H", "H", "H", "H", "H", "H", "H", "H", "O", "P", "O", "C", "C", "O", "C", "C", "O", "C", "C", "H", "H", "H", "H", "H", "H", "H", "H", "H", "H", "H", "H", "H", "H", "H"],
  "coordinates": [[2.181, -1.799, -0.163], [1.003, -1.001, -0.184], [0.622, -0.617, -1.498], [0.164, 0.801, -1.336], [0.863, 1.871, -1.543], [2.540, 1.771, -2.135], [3.695, 2.370, -0.841], [2.619, 2.848, -3.607], [0.092, 3.091, -1.218], [-0.806, 2.492, -0.081], [-1.943, 3.327, 0.439], [0.160, 1.985, 0.878], [0.309, 2.824, 2.028], [1.336, 3.367, 1.998], [-1.214, 1.218, -0.888], [-2.160, 0.193, -0.278], [-2.855, -0.605, -1.444], [-4.387, -0.568, -1.420], [-5.041, 0.800, -1.427], [-6.233, 0.885, -1.631], [-4.301, 1.950, -1.222], [2.339, -2.373, -1.077], [2.067, -2.514, 0.651], [3.077, -1.215, 0.059], [1.439, -0.704, -2.208], [-0.207, -1.265, -1.793], [4.634, 1.851, -1.030], [3.371, 2.076, 0.157], [3.830, 3.450, -0.893], [3.646, 3.161, -3.796], [2.272, 2.325, -4.496], [2.010, 3.753, -3.524], [0.711, 3.895, -0.834], [-0.596, 3.375, -2.015], [-1.667, 4.001, 1.248], [-2.307, 3.947, -0.381], [-2.774, 2.724, 0.791], [-1.741, 1.657, -1.748], [-1.644, -0.542, 0.337], [-2.937, 0.683, 0.297], [-2.499, -1.632, -1.366], [-2.500, -0.231, -2.407], [-4.728, -1.049, -2.337], [-4.796, -1.150, -0.595], [-4.824, 2.467, -0.596], [5.248, 4.212, 6.477], [4.551, 2.948, 6.826], [3.623, 3.306, 8.126], [2.770, 4.447, 8.115], [1.412, 4.132, 7.514], [5.725, 2.077, 7.529], [7.098, 2.457, 7.421], [7.524, 3.305, 8.602], [3.791, 1.536, 6.458], [2.776, 1.472, 5.453], [3.051, 2.352, 4.251], [3.239, 5.281, 7.587], [2.645, 4.750, 9.155], [1.496, 3.955, 6.437], [0.721, 4.962, 7.662], [0.988, 3.235, 7.967], [7.286, 2.969, 6.478], [7.681, 1.534, 7.402], [6.828, 4.122, 8.786], [8.519, 3.722, 8.436], [7.553, 2.700, 9.510], [1.806, 1.708, 5.899], [2.724, 0.431, 5.131], [3.118, 3.409, 4.533], [2.259, 2.252, 3.518], [4.000, 2.078, 3.783], [-3.855, -4.625, -6.768], [-3.196, -4.910, -5.465], [-4.446, -4.646, -4.415], [-5.711, -5.273, -4.619], [-5.773, -6.651, -3.989], [-2.337, -3.543, -5.215], [-2.052, -2.657, -6.298], [-3.100, -1.562, -6.388], [-2.302, -5.653, -4.299], [-2.249, -7.082, -4.196], [-2.231, -7.786, -5.535], [-5.953, -5.327, -5.682], [-6.455, -4.627, -4.149], [-5.134, -7.355, -4.530], [-6.791, -7.042, -4.012], [-5.432, -6.620, -2.954], [-1.970, -3.202, -7.237], [-1.072, -2.215, -6.102], [-4.113, -1.960, -6.364], [-2.975, -0.985, -7.305], [-3.011, -0.878, -5.539], [-3.078, -7.432, -3.577], [-1.334, -7.320, -3.652], [-3.135, -7.564, -6.115], [-2.178, -8.866, -5.398], [-1.373, -7.466, -6.128]],
  "total_energy_ha": -3096.3723,
  "lumo_energy_ev": -3.8,
  "total_charge": 1,
  "homo_energy_ev": -11.6
}